Entry P
Density functional theory data (wB97M-V/def2-TZVPD) for a 2-piece molecular cluster, C4H14N3O overall.

The geometry in XYZ format:
```
22
Properties=species:S:1:pos:R:3:nbo_charge:R:1
C -1.1276 -0.2523 -1.2796 -0.215
C 0.3716 0.0211 -1.0758 -0.434
C 0.5697 0.3146 0.3914 0.285
C 0.7309 1.5575 0.9189 0.115
N 1.1586 1.6730 2.3279 -0.705
N 0.7349 -0.8384 1.1579 -0.591
N -1.7191 1.1161 -1.2267 -0.847
H -1.6625 -0.7523 -0.4888 0.203
H -1.3222 -0.6730 -2.2629 0.251
H 0.5551 0.9342 -1.6459 0.256
H 1.0922 -0.7395 -1.3509 0.285
H 0.4211 2.4759 0.4583 0.288
H 1.2582 0.7413 2.7488 0.469
H 2.0693 2.1388 2.3815 0.483
H 0.4590 2.2376 2.8201 0.482
H 1.3506 -1.4950 0.6733 0.446
H -0.1222 -1.3276 1.4371 0.462
H -1.3917 1.6113 -2.0504 0.364
H -2.6859 1.0472 -1.3747 0.388
H -0.9894 -3.1118 -0.8054 0.493
H 0.2935 -3.7666 -1.0347 0.509
O -0.0439 -2.9121 -0.7194 -0.987
```

Its spin multiplicity is 2. The value obtained for the HOMO-LUMO gap (alpha / beta) is 8.7 / 4.1 eV. The charge is +2. For the lowest unoccupied orbital energy (alpha / beta), the calculation gives -8.37 / -12.96 eV.


Entry Q
Density functional theory data (wB97M-V/def2-TZVPD) for a 2-piece molecular cluster, C4H14N3O overall.

The geometry in XYZ format:
```
22
Properties=species:S:1:pos:R:3:nbo_charge:R:1
C 0.6165 -1.0817 -1.6204 -0.239
C 1.2134 -0.4274 -0.2941 -0.470
C 0.3078 0.0169 0.7469 0.093
C 0.3709 1.2024 1.4325 0.111
N -0.3855 1.5396 2.5015 -0.701
N -0.7155 -0.9419 1.2249 -0.724
N 1.5820 -0.7310 -2.6664 -0.515
H -0.2883 -0.4682 -1.8443 0.247
H 0.4116 -2.1397 -1.6091 0.249
H 1.7145 0.4971 -0.7050 0.269
H 2.0648 -0.9798 0.1426 0.298
H 1.1657 1.9387 1.2236 0.264
H -1.2190 1.0296 2.7877 0.405
H -0.0616 2.2176 3.1796 0.452
H -0.5915 -1.9148 0.9140 0.459
H -1.6460 -0.6106 0.8994 0.489
H -0.6785 -1.0286 2.2683 0.456
H 1.6370 -1.3995 -3.4347 0.426
H 1.7194 0.2123 -2.9546 0.408
H -2.2878 0.6619 -1.4459 0.503
H -2.6588 1.6351 -0.2589 0.517
O -2.2712 0.7719 -0.4878 -0.997
```

Its spin multiplicity is 2. The value obtained for the HOMO-LUMO gap (alpha / beta) is 10.5 / 4.3 eV. The charge is +2. For the lowest unoccupied orbital energy (alpha / beta), the calculation gives -6.80 / -11.77 eV.


Best to worst by energy: entry Q, entry P.


Entry P
Density functional theory data (wB97M-V/def2-TZVPD) for a 2-piece molecular cluster, C2H5O2S overall.

The geometry in XYZ format:
```
10
Properties=species:S:1:pos:R:3:nbo_charge:R:1
C 0.0195 1.4473 1.3236 -0.708
S 1.7147 1.2468 0.5782 -0.190
H 0.0236 0.5893 1.9945 0.212
H 0.1015 2.3126 2.0054 0.193
H -0.8590 1.4379 0.6807 0.223
O -0.7984 -2.9574 -1.2623 -0.771
C -0.5076 -1.8077 -1.6533 0.640
O 0.1907 -0.9300 -1.0949 -0.820
H -1.1581 -1.4645 -2.5206 -0.011
H 1.2731 0.1258 -0.0512 0.233
```

Its spin multiplicity is 1. The value obtained for the HOMO-LUMO gap is 7.7 eV. The charge is -1. For the lowest unoccupied orbital energy, the calculation gives 3.49 eV.


Entry Q
Density functional theory data (wB97M-V/def2-TZVPD) for a 2-piece molecular cluster, C2H5O2S overall.

The geometry in XYZ format:
```
10
Properties=species:S:1:pos:R:3:nbo_charge:R:1
C 1.0605 -0.1929 1.8342 -0.699
S -0.8761 -0.3286 1.5783 -0.257
H 1.4889 -0.8523 1.0853 0.227
H 1.6890 0.7019 1.6598 0.222
H 1.2474 -0.7977 2.7315 0.188
O 1.2916 0.2324 -1.4195 -0.781
C 0.2454 0.1892 -2.1102 0.628
O -0.9323 0.5793 -1.8543 -0.782
H 0.4091 -0.1865 -3.1464 0.003
H -0.7499 0.0495 0.1182 0.251
```

Its spin multiplicity is 1. The value obtained for the HOMO-LUMO gap is 8.1 eV. The charge is -1. For the lowest unoccupied orbital energy, the calculation gives 3.75 eV.


Best to worst by energy: entry P, entry Q.


Entry P
Density functional theory data (wB97M-V/def2-TZVPD) for a 6-piece molecular cluster, C2H14O6 overall.

The geometry in XYZ format:
```
22
Properties=species:S:1:pos:R:3:nbo_charge:R:1
C -2.8686 0.3431 -0.8431 -0.558
C -1.6819 -0.1770 -0.4932 0.155
O -1.1692 -1.0329 -1.4309 -0.759
H -3.3610 0.9463 -0.0971 0.192
H -3.2802 0.1392 -1.8216 0.211
H -0.9992 0.0227 0.3359 0.181
H -0.1986 -1.2380 -1.3599 0.504
O 1.2417 -1.6274 -1.5427 -0.969
H 1.5881 -1.3210 -2.3494 0.471
H 2.0319 -1.4784 -0.8490 0.523
O 2.7488 -0.5156 0.2955 -0.965
H 3.6799 -0.2473 0.1025 0.491
H 2.3568 0.1023 0.9173 0.516
O 2.7268 2.0660 0.4874 -0.937
H 3.4093 2.6967 0.3247 0.465
H 2.1944 2.4224 -0.2380 0.475
O -0.1777 2.2460 1.9146 -0.921
H -0.3922 3.0702 2.2260 0.459
H -0.3644 1.7368 2.7049 0.464
O -2.1954 -2.8981 0.6900 -0.952
H -2.9507 -2.5413 1.2322 0.470
H -2.3388 -2.7149 -0.2063 0.483
```

The SMILES is C=CO.O.O.O.O.O. Its spin multiplicity is 1. The value obtained for the HOMO-LUMO gap is 8.0 eV. For the lowest unoccupied orbital energy, the calculation gives 0.15 eV.


Entry Q
Density functional theory data (wB97M-V/def2-TZVPD) for a 6-piece molecular cluster, C2H14O6 overall.

The geometry in XYZ format:
```
22
Properties=species:S:1:pos:R:3:nbo_charge:R:1
C -1.5475 -1.9545 -2.8177 -0.495
C -1.2881 -0.8484 -2.0803 0.099
O -0.7608 -1.1288 -0.8573 -0.739
H -2.1222 -1.9461 -3.8330 0.219
H -1.2229 -2.9773 -2.3380 0.227
H -1.3561 0.2501 -2.1203 0.191
H -0.1158 -0.6875 -0.4780 0.493
O 1.5982 0.3276 0.4142 -0.974
H 2.0197 0.8534 -0.2199 0.501
H 1.5634 0.7076 1.2958 0.486
O 2.1831 3.2863 0.0929 -0.963
H 1.8465 4.2270 0.1775 0.473
H 1.5679 2.8439 0.6958 0.485
O -0.1300 1.7769 1.3323 -0.968
H -1.0343 1.7812 1.2265 0.487
H 0.0013 0.7857 1.3544 0.478
O -2.4452 -0.0493 1.3630 -0.971
H -2.5174 -0.0619 0.4445 0.483
H -2.1691 -0.8761 1.7638 0.491
O 1.8102 -2.0721 1.8349 -0.958
H 2.4121 -1.4377 1.5261 0.480
H 1.7070 -2.7998 1.2226 0.477
```

The SMILES is C=CO.O.O.O.O.O. Its spin multiplicity is 1. The value obtained for the HOMO-LUMO gap is 9.7 eV. For the lowest unoccupied orbital energy, the calculation gives 0.47 eV.


Best to worst by energy: entry P, entry Q.